# 1
Below is a single C22H16ClN7O3 molecule in a non-equilibrium geometry, with properties calculated with wB97M-V/def2-TZVPD.

```
49
C22H16ClN7O3 (wB97M-V/def2-TZVPD)
N -1.468 -1.774 2.197
C -0.281 -1.158 2.187
N 0.859 -1.604 2.658
O 1.755 -0.591 2.515
N 1.198 0.490 1.954
C -0.054 0.198 1.722
C -1.031 1.000 1.058
N -2.245 0.562 0.807
C -2.857 1.560 0.106
C -4.144 1.629 -0.422
C -4.495 2.776 -1.097
C -3.600 3.839 -1.254
C -2.321 3.793 -0.739
C -1.956 2.642 -0.057
N -0.803 2.261 0.576
C 0.417 2.996 0.709
C 1.516 2.424 -0.215
O 1.269 1.917 -1.283
N 2.747 2.646 0.305
N 3.994 2.432 -0.215
C 4.382 1.344 -0.755
C 3.783 0.059 -0.950
C 4.433 -1.101 -1.342
C 3.477 -2.122 -1.309
C 2.294 -1.526 -0.919
C 0.949 -2.061 -0.834
C 0.720 -3.394 -0.495
C -0.569 -3.888 -0.444
C -1.632 -3.050 -0.745
Cl -3.248 -3.665 -0.665
C -1.423 -1.726 -1.098
C -0.135 -1.232 -1.133
O 2.490 -0.222 -0.689
H -1.498 -2.767 2.345
H -2.185 -1.320 1.643
H -4.831 0.806 -0.299
H -5.484 2.863 -1.520
H -3.920 4.717 -1.795
H -1.635 4.616 -0.875
H 0.229 4.035 0.423
H 0.751 2.952 1.749
H 2.812 3.266 1.102
H 5.415 1.391 -1.085
H 5.465 -1.187 -1.612
H 3.618 -3.152 -1.563
H 1.553 -4.035 -0.253
H -0.751 -4.916 -0.172
H -2.260 -1.088 -1.334
H 0.051 -0.205 -1.410
```

The maximum force comes out at 0.0312 Eh/bohr. The molecular weight comes out at 461.87 g/mol. As for the structure (SMILES): Nc1nonc1-c1nc2ccccc2n1CC(=O)N/N=C\c1ccc(-c2ccc(Cl)cc2)o1. The HOMO-LUMO gap comes out at 7.92 eV. Its spin multiplicity is 1. The net charge is 0.



# 2
Below is a molecular structure, C22H16CoF5N3O6S2, with properties calculated with wB97M-V/def2-TZVPD.

```
55
C22H16CoF5N3O6S2 (wB97M-V/def2-TZVPD)
Co -0.449 0.095 -0.076
C -5.136 3.160 -5.119
C -4.292 2.068 -4.510
C -3.613 2.271 -3.317
C -2.842 1.265 -2.744
C -2.757 0.031 -3.370
C -3.417 -0.185 -4.578
C -4.180 0.827 -5.136
S -1.807 -1.300 -2.657
O -1.385 -2.059 -3.819
O -2.688 -1.957 -1.718
N -0.602 -0.667 -1.894
C 0.311 0.130 -2.756
C 0.388 1.601 -2.363
O 0.873 2.397 -3.177
O -0.012 1.874 -1.179
H -4.897 4.129 -4.680
H -6.203 2.979 -4.956
H -4.977 3.227 -6.197
H -3.672 3.233 -2.818
H -2.297 1.458 -1.828
H -3.310 -1.143 -5.068
H -4.691 0.657 -6.080
H 0.073 0.062 -3.815
H 1.327 -0.262 -2.647
S 3.685 -1.170 0.833
C 3.600 0.532 0.654
C 2.383 0.886 0.191
N 1.545 -0.188 -0.043
C 2.103 -1.318 0.261
H 4.422 1.174 0.922
H 2.006 1.876 -0.020
H 1.586 -2.265 0.186
F 0.994 -0.731 2.941
C 0.652 0.627 3.122
F -0.011 0.945 1.828
C -0.560 0.547 4.051
F -0.199 -0.039 5.214
F -1.641 -0.140 3.614
F -1.010 1.778 4.358
O -4.124 1.635 0.368
C -3.669 0.541 0.635
N -2.385 0.087 0.490
C -2.306 -1.210 0.925
O -1.237 -1.804 0.941
C -3.654 -1.682 1.382
C -4.099 -2.881 1.890
C -5.448 -2.964 2.240
C -6.297 -1.871 2.078
C -5.821 -0.664 1.561
C -4.490 -0.601 1.218
H -3.424 -3.719 2.007
H -5.843 -3.891 2.640
H -7.341 -1.961 2.358
H -6.467 0.195 1.426
```

The maximum force comes out at 0.0193 Eh/bohr. The energy above the lowest of the compared OMol25 structures with the same formula, charge and spin is 2.090 eV. The molecular weight comes out at 636.44 g/mol. Its expectation value of S² is 1.112. The HOMO-LUMO gap (spin up / spin down) comes out at 6.19 / 6.19 eV. Its spin multiplicity is 2. The net charge is -2.



# 3
Below is a molecular structure, C22H17AuCl5IN2O2S2 in a non-equilibrium geometry, with properties calculated with wB97M-V/def2-TZVPD.

```
52
C22H17AuCl5IN2O2S2 (wB97M-V/def2-TZVPD)
Au -0.251 0.568 0.423
Cl -1.392 -2.182 -0.841
C -2.391 -1.587 0.420
C -2.034 -0.415 1.063
C -2.852 0.082 2.060
Cl -2.412 1.544 2.850
C -4.033 -0.579 2.411
Cl -5.062 0.052 3.626
C -4.377 -1.763 1.757
Cl -5.837 -2.572 2.155
C -3.546 -2.284 0.767
Cl -3.940 -3.762 -0.010
I 2.438 -0.859 -0.718
C 1.937 -1.825 1.096
C 2.911 -2.373 1.909
C 2.477 -2.957 3.092
C 1.120 -2.977 3.382
C 0.244 -2.389 2.484
N 0.653 -1.818 1.363
H 3.957 -2.333 1.642
H 3.194 -3.378 3.780
H 0.748 -3.432 4.286
H -0.824 -2.355 2.658
C 0.262 3.156 -3.295
C 0.724 2.358 -2.060
C 1.443 3.277 -1.079
C -0.492 1.726 -1.448
H 1.126 3.596 -3.787
H -0.410 3.955 -2.992
H -0.255 2.513 -4.004
H 1.421 1.581 -2.399
H 0.748 3.986 -0.640
H 2.236 3.830 -1.577
H 1.881 2.697 -0.270
H -0.936 0.969 -2.091
H -1.227 2.469 -1.154
O 0.623 5.783 3.222
S 1.662 4.972 2.669
O 2.499 5.547 1.659
N 1.018 3.520 2.112
C 1.446 2.545 2.817
S 1.040 0.908 2.576
C 2.369 2.851 3.923
C 2.943 1.976 4.833
C 3.775 2.505 5.807
C 4.042 3.866 5.858
C 3.471 4.740 4.938
C 2.634 4.210 3.987
H 2.739 0.918 4.781
H 4.210 1.846 6.542
H 4.705 4.250 6.617
H 3.666 5.801 4.962
```

The maximum force comes out at 0.0312 Eh/bohr. The energy above the lowest of the compared OMol25 structures with the same formula, charge and spin is 2.392 eV. The molecular weight comes out at 906.66 g/mol. The HOMO-LUMO gap (spin up / spin down) comes out at 5.90 / 5.88 eV. Its spin multiplicity is 1. The net charge is 0.



# 4
Below is a molecular structure, C22H17BCl5N2O2V, with properties calculated with wB97M-V/def2-TZVPD.

```
50
C22H17BCl5N2O2V (wB97M-V/def2-TZVPD)
V -1.695 1.467 -0.480
Cl -2.779 -0.535 -1.809
C -3.871 0.830 -2.080
C -3.522 1.943 -1.349
C -4.312 3.056 -1.576
Cl -3.924 4.527 -0.724
C -5.393 3.046 -2.456
Cl -6.356 4.458 -2.700
C -5.702 1.877 -3.155
Cl -7.038 1.835 -4.245
C -4.922 0.735 -2.975
Cl -5.250 -0.722 -3.832
C 2.902 -4.384 0.989
C 3.515 -3.141 0.401
C 4.883 -3.096 0.164
C 5.472 -1.975 -0.401
C 4.695 -0.870 -0.691
C 3.325 -0.887 -0.442
N 2.580 0.272 -0.754
C 1.799 0.960 0.142
C 1.990 0.848 1.519
C 1.213 1.574 2.413
C 0.226 2.429 1.969
C 0.003 2.526 0.597
C 0.777 1.820 -0.336
C 0.502 1.964 -1.823
O 1.409 1.833 -2.640
O -0.738 2.183 -2.091
C 2.709 -2.043 0.069
C 1.216 -2.137 0.217
H 3.675 -5.105 1.254
H 2.220 -4.867 0.285
H 2.322 -4.157 1.886
H 5.490 -3.957 0.417
H 6.537 -1.957 -0.593
H 5.136 0.033 -1.094
H 2.538 0.621 -1.707
H 2.765 0.189 1.888
H 1.385 1.456 3.476
H -0.395 2.978 2.662
H -0.727 3.274 0.236
H 0.881 -1.881 1.226
H 0.867 -3.148 0.008
H 0.711 -1.459 -0.468
B -2.987 -0.655 3.560
C -2.624 0.088 2.218
N -2.324 0.632 1.242
H -4.193 -0.729 3.628
H -2.518 0.003 4.465
H -2.472 -1.752 3.489
```

The maximum force comes out at 0.0174 Eh/bohr. The energy above the lowest of the compared OMol25 structures with the same formula, charge and spin is 0.103 eV. The molecular weight comes out at 580.41 g/mol. Its expectation value of S² is 0.975. The HOMO-LUMO gap (spin up / spin down) comes out at 7.44 / 6.69 eV. Its spin multiplicity is 2. The net charge is -1.



# 5
Below is a single C22H17BrN4O2S molecule, with properties calculated with wB97M-V/def2-TZVPD.

```
47
C22H17BrN4O2S (wB97M-V/def2-TZVPD)
O -2.401 2.319 3.633
C -1.913 1.208 3.614
N -1.640 0.542 4.764
C -1.007 -0.756 4.897
C 0.254 -0.867 4.079
C 1.246 0.105 4.151
C 2.365 -0.013 3.345
C 2.450 -1.105 2.493
N 1.528 -2.050 2.438
C 0.467 -1.934 3.212
C -1.537 0.489 2.357
C -2.213 -0.652 1.947
C -1.808 -1.327 0.810
C -0.720 -0.876 0.077
C -0.229 -1.635 -1.127
N -0.199 -0.788 -2.315
C -1.388 -0.502 -2.925
S -2.836 -1.107 -2.434
N -1.358 0.320 -4.012
C -0.217 0.864 -4.536
C -0.242 1.693 -5.660
C 0.934 2.210 -6.157
C 2.143 1.906 -5.536
Br 3.753 2.627 -6.241
C 2.188 1.093 -4.423
C 1.003 0.566 -3.917
C 1.037 -0.300 -2.729
O 2.055 -0.584 -2.139
C -0.077 0.293 0.463
C -0.490 0.979 1.587
H -1.896 1.033 5.609
H -0.765 -0.893 5.955
H -1.699 -1.556 4.604
H 1.131 0.949 4.817
H 3.149 0.727 3.372
H 3.291 -1.233 1.826
H -0.259 -2.733 3.131
H -3.061 -1.010 2.514
H -2.337 -2.213 0.494
H -0.875 -2.492 -1.330
H 0.797 -1.973 -0.956
H -2.255 0.515 -4.439
H -1.183 1.922 -6.135
H 0.923 2.850 -7.026
H 3.116 0.849 -3.930
H 0.765 0.657 -0.109
H 0.013 1.886 1.889
```

The maximum force comes out at 0.0154 Eh/bohr. The molecular weight comes out at 481.37 g/mol. As for the structure (SMILES): O=C(NCc1cccnc1)c1ccc(Cn2c(=S)[nH]c3ccc(Br)cc3c2=O)cc1. The HOMO-LUMO gap comes out at 8.33 eV. Its spin multiplicity is 1. The net charge is 0.



# 6
Below is a molecular structure, C22H17Cl2F3NO4S3Zn in a non-equilibrium geometry, with properties calculated with wB97M-V/def2-TZVPD.

```
53
C22H17Cl2F3NO4S3Zn (wB97M-V/def2-TZVPD)
F -2.490 2.166 1.522
C -1.320 2.861 1.390
F -1.600 4.182 1.498
F -0.523 2.529 2.420
S -0.679 2.516 -0.258
N 1.336 -0.377 2.043
S 2.442 0.793 1.981
C 3.572 0.063 0.819
C 3.886 0.746 -0.347
C 4.643 0.084 -1.335
C 5.060 -1.252 -1.097
C 4.779 -1.890 0.110
C 4.049 -1.221 1.092
O 2.010 2.014 1.355
O 3.048 0.841 3.272
S 0.639 -1.540 1.225
C -0.870 -1.498 2.202
C -0.871 -0.808 3.407
C -2.044 -0.752 4.159
C -3.205 -1.341 3.652
C -3.214 -1.964 2.399
C -2.042 -2.046 1.655
O 0.230 -1.294 -0.144
O 1.331 -2.779 1.492
H 3.467 1.727 -0.545
H 5.159 0.700 -2.100
H 5.593 -1.773 -1.888
H 5.085 -2.919 0.306
H 3.868 -1.665 2.066
H 0.040 -0.300 3.706
H -2.018 -0.246 5.122
H -4.117 -1.272 4.227
H -4.131 -2.380 1.978
H -2.007 -2.481 0.656
Cl 3.010 -1.534 -4.227
Zn 3.387 0.342 -3.258
Cl 3.402 2.498 -3.483
C -1.365 1.910 -3.364
C -1.338 2.843 -2.356
C -2.170 2.355 -1.188
C -2.610 0.965 -1.636
C -2.103 0.751 -2.947
C -2.252 -0.495 -3.574
C -2.987 -1.488 -2.925
C -3.524 -1.246 -1.639
C -3.245 -0.056 -0.948
H -0.913 2.025 -4.357
H -0.800 3.797 -2.399
H -2.954 2.967 -0.747
H -1.820 -0.672 -4.562
H -3.178 -2.465 -3.392
H -4.139 -2.001 -1.138
H -3.506 0.078 0.100
```

The maximum force comes out at 0.0755 Eh/bohr. The energy above the lowest of the compared OMol25 structures with the same formula, charge and spin is 1.024 eV. The molecular weight comes out at 648.87 g/mol. The HOMO-LUMO gap comes out at 8.02 eV. Its spin multiplicity is 1. The net charge is -1.



# 7
Below is a single C22H17Cl3N4OS molecule in a non-equilibrium geometry, with properties calculated with wB97M-V/def2-TZVPD.

```
48
C22H17Cl3N4OS (wB97M-V/def2-TZVPD)
S -0.775 4.876 -0.491
C -0.810 3.351 0.136
O -1.909 2.628 0.332
C -1.565 1.310 0.640
C -2.489 0.243 0.970
C -1.893 -0.907 1.430
C -1.594 -1.091 2.784
C -0.939 -2.306 3.210
C -0.654 -3.369 2.306
C -0.852 -3.154 0.920
C -1.450 -1.904 0.493
N -1.504 -1.489 -0.827
C -2.605 -1.741 -1.733
C -3.792 -2.437 -1.451
Cl -4.232 -2.978 0.183
C -4.866 -2.397 -2.363
C -4.763 -1.804 -3.547
C -3.561 -1.223 -3.866
C -2.498 -1.131 -3.019
Cl -1.116 -0.166 -3.524
N -0.226 1.132 0.478
N 0.167 2.407 0.277
C 1.600 2.749 0.174
N 2.370 1.545 -0.028
C 3.747 1.655 0.232
C 4.576 2.775 0.122
C 6.029 2.682 0.411
C 6.478 1.414 0.643
C 5.802 0.326 0.813
Cl 6.581 -1.299 1.183
C 4.410 0.468 0.551
H -3.070 0.134 0.090
H -3.290 0.604 1.666
H -1.699 -0.340 3.480
H -0.761 -2.514 4.219
H -0.263 -4.376 2.543
H -0.612 -3.776 0.080
H -0.890 -0.609 -0.959
H -5.871 -2.714 -2.037
H -5.644 -1.545 -4.103
H -3.485 -0.577 -4.735
H 1.991 3.239 1.058
H 1.742 3.394 -0.649
H 1.956 0.661 0.145
H 4.321 3.757 0.055
H 6.687 3.529 0.356
H 7.565 1.264 0.679
H 3.656 -0.296 0.673
```

The maximum force comes out at 0.1353 Eh/bohr. The molecular weight comes out at 491.83 g/mol. As for the structure (SMILES): S=c1oc(Cc2ccccc2Nc2c(Cl)cccc2Cl)nn1CNc1cccc(Cl)c1. The HOMO-LUMO gap comes out at 8.90 eV. Its spin multiplicity is 1. The net charge is 0.



# 8
Below is a molecular structure, C22H17Cl5N3OReS, with properties calculated with wB97M-V/def2-TZVPD.

```
50
C22H17Cl5N3OReS (wB97M-V/def2-TZVPD)
Re 0.384 -0.011 0.637
C 1.749 -2.743 2.604
C 1.050 -1.434 2.828
C 1.685 -0.214 2.536
C 0.984 1.009 2.733
C -0.233 1.002 3.434
C -0.779 -0.196 3.885
C -0.171 -1.388 3.546
H 1.047 -3.524 2.314
H 2.224 -3.065 3.534
H 2.528 -2.662 1.847
H 2.733 -0.196 2.264
H 1.480 1.942 2.490
H -0.728 1.941 3.652
H -1.686 -0.194 4.472
H -0.617 -2.325 3.858
C 4.386 -0.048 -2.731
N 3.107 0.672 -2.813
C 2.569 1.219 -3.961
C 1.393 1.786 -3.631
N 1.222 1.596 -2.260
C 2.287 0.893 -1.790
S 2.531 0.367 -0.165
C 0.220 2.252 -1.502
C -0.193 3.504 -1.927
C -1.236 4.138 -1.273
C -1.846 3.496 -0.206
C -1.360 2.273 0.188
N -0.323 1.643 -0.424
H 4.836 -0.047 -3.719
H 4.207 -1.070 -2.407
H 5.045 0.461 -2.032
H 3.066 1.136 -4.912
H 0.655 2.284 -4.234
H 0.316 3.982 -2.751
H -1.561 5.120 -1.592
H -2.676 3.940 0.325
H -1.794 1.741 1.024
Cl -4.638 -4.469 -1.947
C -3.773 -3.355 -1.052
C -2.480 -2.929 -1.521
Cl -1.856 -3.524 -2.975
C -1.790 -2.032 -0.759
Cl -0.221 -1.441 -1.274
C -2.267 -1.495 0.465
O -1.577 -0.685 1.160
C -3.578 -1.916 0.894
Cl -4.177 -1.267 2.337
C -4.306 -2.830 0.155
Cl -5.837 -3.335 0.678
```

The maximum force comes out at 0.0093 Eh/bohr. The energy above the lowest of the compared OMol25 structures with the same formula, charge and spin is 0.000 eV. The molecular weight comes out at 734.94 g/mol. Its expectation value of S² is 3.792. The HOMO-LUMO gap (spin up / spin down) comes out at 6.90 / 5.70 eV. Its spin multiplicity is 4. The net charge is +3.